{
  "formula": "C5H10O",
  "method": "ωB97M-V/def2-TZVPD",
  "homo_ev": -9.8,
  "de_lowest_kcal_mol": 21.76,
  "largest_force_ev_per_a": 0.34,
  "homo_lumo_gap_ev": 10.851,
  "symbols": ["C", "C", "C", "C", "C", "O", "H", "H", "H", "H", "H", "H", "H", "H", "H", "H"],
  "xyz": [[-0.078, 0.298, 1.699], [-0.072, -0.631, 0.493], [-1.215, -0.347, -0.512], [-0.187, 0.137, -1.563], [0.965, -0.286, -0.615], [1.968, 0.643, -0.295], [0.846, 0.233, 2.282], [-0.218, 1.349, 1.411], [-0.918, 0.048, 2.356], [-0.006, -1.668, 0.840], [-1.785, -1.230, -0.813], [-1.914, 0.425, -0.166], [-0.206, -0.396, -2.519], [-0.219, 1.212, -1.771], [1.497, -1.166, -0.987], [1.540, 1.380, 0.159]],
  "atomic_forces_ev_per_a": [[-0.001, 0.057, 0.075], [0.006, -0.031, 0.160], [-0.170, -0.048, 0.019], [0.055, 0.054, -0.113], [-0.069, -0.328, -0.076], [-0.085, 0.296, 0.038], [-0.110, -0.046, -0.078], [0.012, -0.122, -0.027], [0.115, 0.022, -0.058], [-0.033, 0.158, -0.078], [0.060, 0.140, 0.031], [0.059, -0.196, -0.097], [0.015, 0.137, 0.124], [0.046, -0.138, 0.097], [-0.100, 0.085, 0.083], [0.200, -0.040, -0.099]]
}